1.
{
  "formula": "C15H40NO18PS6",
  "method": "wB97M-V/def2-TZVPD",
  "e_homo_ha": -0.324,
  "smiles": "NC[C@]1(P(O)(O)=S)COS(=O)(=O)O1.CCOS(C)(=O)=O.CCOS(C)(=O)=O.CCOS(C)(=O)=O.CCOS(C)(=O)=O",
  "fmax_ev_per_a": 6.596,
  "species": ["N", "C", "C", "P", "O", "O", "S", "C", "O", "S", "O", "O", "O", "H", "H", "H", "H", "H", "H", "H", "H", "C", "C", "O", "S", "C", "O", "O", "H", "H", "H", "H", "H", "H", "H", "H", "C", "C", "O", "S", "C", "O", "O", "H", "H", "H", "H", "H", "H", "H", "H", "C", "C", "O", "S", "C", "O", "O", "H", "H", "H", "H", "H", "H", "H", "H", "C", "C", "O", "S", "C", "O", "O", "H", "H", "H", "H", "H", "H", "H", "H"],
  "coordinates": [[3.5892, -3.4219, -0.5192], [3.2857, -4.9066, -0.6988], [2.8106, -5.6568, 0.6949], [1.0380, -6.2276, 0.2371], [0.9492, -7.2975, -1.1344], [-0.0191, -4.8535, -0.1496], [0.2064, -7.0603, 1.8264], [3.0183, -4.7973, 2.0859], [3.0565, -5.8713, 3.1132], [4.3145, -6.8624, 2.4669], [4.4078, -8.3416, 2.9125], [5.5808, -6.1661, 3.0200], [3.8844, -6.6960, 0.8255], [4.5701, -3.3580, -0.1525], [3.5980, -3.0494, -1.5147], [4.2805, -5.4096, -1.0743], [2.4293, -4.9687, -1.5197], [0.9644, -6.7563, -1.9980], [0.0754, -4.6427, -1.1431], [2.3427, -3.8667, 2.3030], [4.0835, -4.3216, 1.9398], [-2.8389, 0.1184, -3.8143], [-1.3253, 0.1277, -3.7074], [-0.9006, 0.2806, -2.3608], [-0.9734, -1.0094, -1.3672], [0.0080, -0.3332, -0.0515], [-0.2493, -2.1090, -1.9670], [-2.3334, -1.1520, -0.8919], [-3.2609, -0.7753, -3.3449], [-3.1533, 0.1299, -4.8617], [-3.2689, 0.9855, -3.3030], [-0.8914, -0.7739, -4.1523], [-0.9334, 0.9843, -4.2663], [1.0248, -0.1744, -0.4143], [0.0102, -1.0516, 0.7711], [-0.4398, 0.6066, 0.2773], [4.5565, -2.7236, -7.6097], [3.6684, -1.6936, -6.9368], [2.5733, -2.3068, -6.2721], [2.8375, -3.0322, -4.8366], [1.1363, -3.2217, -4.3661], [3.4640, -2.0870, -3.9380], [3.3911, -4.3481, -5.0773], [5.0665, -3.3470, -6.8691], [5.3195, -2.2358, -8.2229], [3.9642, -3.3923, -8.2421], [4.2419, -1.0672, -6.2456], [3.2488, -1.0305, -7.7011], [0.6945, -2.2331, -4.2307], [1.1060, -3.7788, -3.4273], [0.6132, -3.7789, -5.1457], [-1.1188, 4.9945, 3.8722], [0.3216, 4.5302, 3.7622], [0.5321, 3.3178, 4.4714], [0.0202, 1.9224, 3.8025], [0.8820, 0.8214, 4.8964], [0.5880, 1.7974, 2.4777], [-1.4002, 1.7851, 4.0469], [-1.7936, 4.3105, 3.3488], [-1.2397, 5.9891, 3.4337], [-1.4376, 5.0248, 4.9189], [0.6254, 4.4264, 2.7154], [0.9749, 5.2838, 4.2149], [1.9562, 0.9527, 4.7562], [0.5920, -0.2007, 4.6435], [0.5928, 1.0459, 5.9248], [-6.7255, 9.2899, 2.4245], [-5.7358, 9.0426, 3.5477], [-5.7761, 7.6928, 3.9877], [-5.0464, 6.5529, 3.0795], [-5.0888, 5.2483, 4.2827], [-3.6685, 6.9351, 2.8592], [-5.9290, 6.1938, 1.9895], [-6.4340, 8.7515, 1.5177], [-6.7782, 10.3552, 2.1822], [-7.7237, 8.9375, 2.7027], [-4.7204, 9.3247, 3.2502], [-6.0063, 9.6675, 4.4057], [-4.4656, 5.5308, 5.1328], [-4.6965, 4.3436, 3.8133], [-6.1227, 5.0870, 4.5939]],
  "atomic_forces_ev_per_a": [[0.365, -1.078, -1.152], [0.730, 0.645, -0.224], [1.596, 2.049, -2.050], [-3.649, -1.465, 1.646], [0.736, 3.708, 0.359], [3.218, -2.106, -2.029], [1.028, 0.661, -1.704], [0.656, 0.517, -1.480], [1.518, -0.152, -2.508], [3.840, -2.247, 4.869], [-1.877, 5.461, -2.464], [-4.260, -1.433, -3.333], [-1.052, 0.363, 2.619], [-1.219, 0.080, -0.666], [0.220, -0.260, 1.732], [-2.332, 0.359, 0.570], [1.908, -0.035, 1.648], [0.057, -1.278, 1.703], [-0.345, -0.004, 2.085], [0.689, -2.534, -0.220], [-1.855, -1.051, 0.529], [-0.288, -0.235, 0.125], [-0.583, 0.020, -0.949], [0.445, -0.753, 1.036], [-0.343, 0.997, 0.670], [0.033, 0.137, -0.180], [-0.712, 0.270, 0.009], [1.211, -0.312, -0.748], [0.057, 0.120, -0.075], [0.106, 0.047, 0.083], [0.127, -0.075, -0.132], [-0.015, 0.040, 0.161], [0.155, -0.103, 0.366], [-0.158, -0.034, 0.008], [-0.116, -0.007, -0.218], [0.039, -0.168, -0.066], [0.188, -0.310, 0.114], [1.026, 0.355, -0.677], [-0.520, -0.572, 1.350], [-0.487, -0.058, -0.726], [0.003, 0.112, -0.327], [-0.004, -0.799, -0.545], [-0.085, 1.134, 0.469], [-0.050, 0.102, -0.107], [-0.140, 0.018, 0.056], [0.058, 0.172, 0.036], [-0.150, -0.114, 0.069], [-0.243, -0.152, 0.309], [0.170, -0.255, 0.064], [0.138, 0.201, -0.126], [0.166, 0.056, 0.053], [-0.265, -0.077, -0.125], [-0.439, 1.070, -0.516], [0.072, -1.595, -0.073], [-0.004, 0.409, 0.669], [0.112, 0.126, 0.075], [-0.703, 0.189, 0.649], [1.135, 0.108, -0.621], [0.098, 0.124, 0.022], [0.037, -0.134, 0.071], [0.127, 0.064, -0.098], [-0.007, -0.156, 0.119], [0.058, -0.407, 0.078], [-0.172, 0.036, -0.008], [-0.072, 0.205, -0.077], [-0.002, 0.014, -0.193], [-0.064, -0.145, -0.351], [-0.135, 1.079, -0.488], [0.548, -1.286, -0.105], [-0.466, 0.019, 0.260], [-0.059, 0.108, 0.139], [-1.060, -0.064, -0.185], [1.020, 0.458, 0.684], [-0.030, 0.091, 0.124], [0.028, -0.089, 0.111], [0.143, 0.111, 0.034], [-0.040, -0.190, 0.042], [0.104, -0.396, 0.054], [-0.087, 0.011, -0.149], [-0.023, 0.206, -0.077], [0.142, 0.078, -0.099]],
  "mulliken_charge": [-0.57, -0.51, 1.10, 0.31, -0.50, -0.42, -0.38, -0.41, -0.31, 1.08, -0.54, -0.55, -0.37, 0.30, 0.15, 0.25, -0.11, 0.39, 0.32, 0.29, 0.41, -1.08, 0.08, -0.28, 1.01, -1.05, -0.40, -0.60, 0.30, 0.40, 0.28, -0.07, 0.31, 0.38, 0.40, 0.37, -1.00, -0.32, -0.25, 1.19, -0.01, -0.67, -0.64, 0.29, 0.39, 0.26, 0.31, 0.27, -0.06, -0.22, 0.46, -0.80, -0.53, -0.28, 1.21, -0.97, -0.60, -0.61, 0.27, 0.40, 0.25, 0.33, 0.30, 0.32, 0.37, 0.33, -0.98, -0.33, -0.27, 1.19, -0.97, -0.59, -0.61, 0.29, 0.39, 0.26, 0.31, 0.28, 0.30, 0.38, 0.35]
}



2.
{
  "formula": "C15H40O5",
  "method": "wB97M-V/def2-TZVPD",
  "e_above_lowest_ev": 1.449,
  "e_homo_ha": -0.367,
  "smiles": "CC(C)O.CC(C)O.CC(C)O.CC(C)O.CC(C)O",
  "fmax_ev_per_a": 1.733,
  "species": ["C", "C", "C", "O", "H", "H", "H", "H", "H", "H", "H", "H", "C", "C", "C", "O", "H", "H", "H", "H", "H", "H", "H", "H", "C", "C", "C", "O", "H", "H", "H", "H", "H", "H", "H", "H", "C", "C", "C", "O", "H", "H", "H", "H", "H", "H", "H", "H", "C", "C", "C", "O", "H", "H", "H", "H", "H", "H", "H", "H"],
  "coordinates": [[2.4480, 3.7273, 2.2478], [3.3346, 4.9482, 2.4891], [2.8526, 6.1371, 1.6804], [3.3760, 5.2478, 3.8803], [1.6361, 3.7324, 2.9803], [2.9519, 2.7718, 2.3965], [2.0197, 3.7509, 1.2463], [4.3359, 4.6790, 2.1327], [3.5316, 6.9880, 1.7708], [1.8486, 6.4470, 1.9854], [2.7990, 5.8837, 0.6203], [3.0881, 6.1570, 4.0003], [1.4513, -1.8588, -1.6669], [1.3632, -0.4496, -1.0578], [2.5394, -0.1519, -0.1518], [1.2828, 0.5916, -2.0017], [1.1811, -1.7866, -2.7344], [0.6546, -2.5008, -1.2934], [2.4370, -2.3178, -1.6835], [0.4701, -0.5015, -0.4153], [3.4350, 0.0631, -0.7377], [2.7490, -0.9961, 0.5060], [2.3350, 0.7188, 0.4747], [0.6649, 0.3581, -2.7056], [-1.1724, -7.1116, -0.3603], [-1.9191, -6.3615, 0.7252], [-1.9402, -4.8594, 0.4740], [-3.2881, -6.7764, 0.7998], [-0.9998, -8.1597, -0.1104], [-0.1733, -6.6651, -0.4489], [-1.6228, -7.0090, -1.3477], [-1.4083, -6.5514, 1.6758], [-1.0132, -4.5235, 0.0090], [-2.1357, -4.3412, 1.4114], [-2.7315, -4.5990, -0.2304], [-3.3179, -7.7301, 0.6808], [-0.3356, 1.5916, 3.1594], [-1.3562, 0.5027, 3.4317], [-0.9294, -0.8819, 3.0168], [-1.6075, 0.3808, 4.8593], [-0.6178, 2.5386, 3.6283], [-0.3638, 1.8683, 2.0964], [0.6789, 1.2828, 3.4011], [-2.3147, 0.7843, 2.9793], [-1.7168, -1.5672, 3.3334], [-0.0108, -1.1512, 3.5459], [-0.7098, -1.0875, 1.9686], [-1.7759, 1.2689, 5.1875], [-0.8071, 1.1061, -5.6395], [-1.6572, 1.7615, -4.5497], [-3.1403, 1.6119, -4.8443], [-1.3766, 1.0694, -3.2996], [-1.3836, 1.0256, -6.5612], [-0.5184, 0.1053, -5.3246], [0.0900, 1.6909, -5.8361], [-1.3733, 2.8105, -4.4477], [-3.4423, 2.0995, -5.7706], [-3.7493, 1.9609, -4.0105], [-3.3477, 0.5426, -4.9535], [-1.2980, 1.7349, -2.6114]],
  "atomic_forces_ev_per_a": [[-0.395, -0.050, 0.450], [-0.132, -0.368, -0.528], [-0.025, 0.164, -0.178], [0.166, -0.029, -0.005], [-0.084, 0.153, -0.170], [0.227, 0.110, -0.073], [0.037, -0.119, -0.047], [0.131, 0.226, 0.280], [-0.028, -0.001, 0.105], [0.018, -0.033, 0.080], [0.042, -0.026, 0.032], [0.057, -0.024, 0.040], [-0.579, 0.418, -1.579], [0.076, -0.924, 0.744], [0.118, 0.229, 0.186], [0.078, 0.133, -0.194], [0.118, 0.106, 0.134], [0.420, -0.262, 0.466], [0.018, -0.067, 0.454], [-0.104, 0.485, -0.174], [-0.030, -0.086, -0.069], [-0.051, -0.018, -0.002], [0.021, 0.022, -0.046], [-0.209, 0.051, 0.132], [0.812, 0.319, -0.079], [-0.204, 0.089, -0.464], [-0.162, -0.086, -0.099], [0.179, -0.029, 0.122], [-0.275, -0.077, -0.068], [-0.073, -0.125, 0.045], [-0.281, -0.100, 0.088], [-0.109, -0.051, 0.075], [0.154, 0.064, 0.348], [0.104, 0.214, -0.097], [-0.106, -0.162, 0.046], [-0.029, -0.036, 0.086], [-0.366, 0.290, -0.891], [-0.176, 0.285, 0.647], [0.166, -0.626, 0.185], [0.226, 0.079, -0.491], [0.191, -0.186, 0.440], [0.161, -0.359, -0.008], [0.004, 0.124, 0.260], [0.104, -0.108, -0.238], [0.111, -0.135, -0.035], [-0.114, 0.053, 0.182], [-0.283, 0.561, -0.170], [-0.021, -0.012, 0.090], [-0.143, 0.292, 0.045], [-0.032, -0.590, 0.132], [-0.025, -0.398, 0.161], [0.155, 0.409, -0.413], [0.121, 0.006, -0.074], [-0.029, -0.054, -0.002], [0.097, -0.123, -0.025], [-0.085, 0.042, 0.061], [0.057, 0.159, 0.046], [0.001, 0.182, -0.065], [-0.018, 0.058, -0.025], [-0.002, -0.056, 0.149]],
  "nbo_charge": [-0.63, 0.09, -0.64, -0.72, 0.22, 0.21, 0.21, 0.16, 0.21, 0.20, 0.22, 0.47, -0.64, 0.10, -0.62, -0.73, 0.21, 0.21, 0.21, 0.14, 0.21, 0.21, 0.21, 0.49, -0.64, 0.10, -0.62, -0.72, 0.21, 0.21, 0.21, 0.15, 0.20, 0.22, 0.22, 0.46, -0.64, 0.09, -0.63, -0.73, 0.21, 0.21, 0.22, 0.16, 0.22, 0.21, 0.21, 0.46, -0.63, 0.09, -0.63, -0.75, 0.21, 0.22, 0.21, 0.16, 0.21, 0.21, 0.21, 0.48]
}



3.
{
  "formula": "C15H41MnNO19S5",
  "method": "wB97M-V/def2-TZVPD",
  "e_above_lowest_ev": 1.987,
  "e_homo_ha": [-0.326, -0.327],
  "spin_multiplicity": 6,
  "fmax_ev_per_a": 4.187,
  "species": ["Mn", "N", "O", "O", "O", "O", "H", "O", "S", "O", "O", "C", "C", "C", "H", "H", "H", "H", "H", "H", "H", "H", "O", "S", "O", "O", "C", "C", "C", "H", "H", "H", "H", "H", "H", "H", "H", "O", "S", "O", "O", "C", "C", "C", "H", "H", "H", "H", "H", "H", "H", "H", "O", "S", "O", "O", "C", "C", "C", "H", "H", "H", "H", "H", "H", "H", "H", "O", "S", "O", "O", "C", "C", "C", "H", "H", "H", "H", "H", "H", "H", "H"],
  "coordinates": [[2.8035, 7.2049, 5.0844], [2.6066, 10.4964, 5.7964], [3.6074, 11.1532, 5.5007], [1.6401, 11.0577, 6.2964], [2.6682, 9.2584, 5.6696], [3.8539, 6.8910, 6.7251], [4.5551, 7.0966, 7.3736], [3.1136, 5.0654, 4.6523], [3.8507, 3.7737, 4.7757], [3.1716, 2.5893, 5.3030], [4.5355, 3.4407, 3.3035], [5.3284, 2.2748, 3.2274], [5.2723, 1.8636, 1.8075], [5.4073, 4.0592, 5.6612], [4.9043, 1.4853, 3.8478], [6.3576, 2.5048, 3.5032], [5.6901, 0.8577, 1.7644], [5.8299, 2.5725, 1.1955], [4.2427, 1.7572, 1.4660], [6.0667, 4.5605, 4.9526], [5.8712, 3.1211, 5.9658], [5.2522, 4.6686, 6.5515], [5.2807, 9.7785, 11.5173], [3.9578, 9.9264, 10.9558], [2.8237, 9.0428, 11.2962], [3.5304, 11.5300, 11.1094], [4.4407, 12.5221, 10.6185], [4.6926, 13.4568, 11.7665], [4.0031, 9.8713, 9.0526], [3.9974, 13.0521, 9.7755], [5.3463, 12.0953, 10.1873], [5.2460, 12.9899, 12.5813], [3.7530, 13.7543, 12.2321], [5.2368, 14.3465, 11.4494], [3.1118, 10.4160, 8.7410], [3.9370, 8.8361, 8.7181], [4.8924, 10.3419, 8.6334], [-0.7053, 4.7770, 6.8249], [0.4703, 5.5673, 7.1762], [1.1389, 6.2752, 6.0932], [0.1050, 6.5186, 8.4111], [1.0226, 7.4815, 8.8620], [0.2929, 8.8151, 8.8187], [1.6867, 4.4822, 8.0829], [1.8840, 7.4872, 8.1941], [1.3666, 7.2053, 9.8587], [0.2005, 9.1238, 7.7775], [0.8649, 9.5667, 9.3628], [-0.6906, 8.5741, 9.2223], [1.8253, 3.6368, 7.4089], [1.2991, 4.2929, 9.0839], [2.5992, 5.0514, 8.2600], [3.3789, 4.8926, 10.6117], [4.5819, 4.8608, 11.4218], [4.9892, 3.6197, 12.1435], [5.8681, 5.2064, 10.4647], [5.7284, 6.2494, 9.5265], [6.7210, 7.3841, 9.9440], [4.5928, 6.3210, 12.5373], [4.6980, 6.5989, 9.5922], [5.9212, 5.8504, 8.5307], [7.7571, 7.1056, 9.7515], [6.6011, 7.6646, 10.9905], [6.5251, 8.2674, 9.3361], [5.6062, 6.2795, 12.9365], [3.8565, 6.2196, 13.3345], [4.4294, 7.2659, 12.0191], [4.6193, 7.8707, 4.1718], [6.0673, 8.0314, 4.3725], [6.8643, 6.8225, 4.4951], [6.6514, 9.0134, 3.1915], [8.0006, 9.0480, 2.9645], [8.2645, 10.4337, 2.3493], [6.3885, 9.1559, 5.8465], [8.4718, 8.3152, 2.3093], [8.5350, 8.9940, 3.9129], [7.9833, 10.4814, 1.2972], [9.3389, 10.6172, 2.3387], [7.7962, 11.2652, 2.8759], [7.4572, 9.3539, 5.9288], [6.0603, 8.5985, 6.7238], [5.8905, 10.1215, 5.7598]],
  "atomic_forces_ev_per_a": [[0.594, 0.440, 1.686], [0.678, 1.844, 0.641], [0.732, 0.173, -0.442], [-0.723, -0.582, 0.007], [-0.854, -1.806, -0.346], [0.914, -0.308, 1.132], [-0.861, -0.069, -0.916], [1.474, -3.197, -0.662], [0.391, 0.420, 0.217], [0.798, 2.082, -1.040], [-2.096, 1.791, 1.850], [0.021, -0.663, 0.156], [0.107, -0.770, -0.638], [-0.215, 0.028, 0.042], [0.110, 0.091, 0.258], [-0.003, -0.009, 0.312], [0.360, 0.067, -0.380], [-0.121, -0.238, -0.223], [0.020, 0.268, -0.012], [-0.180, 0.222, 0.136], [-0.392, -0.193, -0.197], [-0.374, 0.140, -0.261], [-1.032, -0.244, 0.044], [-1.219, 0.582, -2.820], [2.293, 2.143, 0.173], [-0.443, -2.645, 0.112], [0.373, 0.407, -0.155], [0.255, 0.276, 0.556], [-0.019, 0.029, 1.378], [-0.527, -0.101, 0.083], [0.168, -0.283, 0.446], [0.219, -0.205, -0.206], [-0.125, 0.155, -0.313], [-0.041, 0.014, -0.045], [-0.004, -0.065, 0.005], [-0.059, -0.023, 0.201], [0.001, 0.045, 0.325], [1.716, 1.680, 0.683], [-0.062, -2.283, 1.421], [-0.816, 0.220, 0.520], [-1.397, -1.615, -1.769], [1.226, 1.379, -0.068], [0.405, -0.730, -0.193], [-0.610, 1.204, -0.990], [0.251, 0.050, 0.006], [-0.172, -0.064, 0.066], [-0.087, 0.125, 0.050], [-0.390, 0.034, 0.172], [-0.050, 0.722, 0.245], [0.099, -0.145, 0.411], [-0.423, -0.400, -0.416], [0.034, 0.079, -0.544], [0.950, -0.103, 0.689], [0.793, -1.688, 0.903], [-1.102, 3.448, -1.777], [-0.778, -1.448, 1.330], [0.554, 1.616, 0.696], [-0.519, -0.551, -0.857], [0.537, -0.917, -0.231], [-0.076, 0.216, -0.415], [0.033, 0.045, 0.030], [-0.048, -0.209, 0.120], [-0.055, -0.107, -0.150], [-0.057, 0.140, 0.012], [-0.105, 0.154, 0.203], [0.010, -0.310, -0.209], [-0.066, -0.353, -0.288], [2.684, 0.683, -0.931], [-0.276, 0.625, 1.133], [-0.644, 1.421, -0.340], [-3.557, -2.042, 0.841], [2.822, 1.978, -0.050], [0.643, -0.125, -0.310], [-0.053, -0.780, -0.729], [-0.805, -0.545, -0.043], [0.136, -0.089, 0.136], [-0.353, -0.124, 0.076], [0.123, -0.027, 0.157], [-0.130, -0.264, 0.141], [0.082, -0.390, -0.284], [-0.144, 0.022, -0.200], [-0.539, -0.348, -0.353]],
  "mulliken_spin": [4.78, 0.00, 0.01, 0.00, 0.04, -0.02, 0.04, 0.03, 0.01, 0.00, 0.00, 0.00, 0.00, 0.00, 0.00, 0.00, 0.00, 0.00, 0.00, 0.00, 0.00, 0.01, 0.00, 0.00, 0.00, 0.00, 0.00, 0.00, -0.01, 0.00, 0.00, 0.00, 0.00, 0.00, 0.00, 0.01, 0.00, 0.00, 0.01, 0.03, 0.00, -0.01, 0.00, 0.00, 0.01, 0.00, 0.00, 0.00, 0.00, 0.00, 0.00, 0.00, 0.00, 0.00, 0.00, 0.00, 0.00, 0.00, 0.00, 0.00, -0.01, 0.00, 0.00, 0.00, 0.00, 0.00, 0.00, 0.03, 0.02, 0.00, 0.00, 0.00, 0.00, 0.00, 0.00, 0.00, 0.00, 0.00, 0.00, 0.00, 0.00, 0.00]
}



Number 1: molar mass 745.850 g/mol, E_tot -128843.5881 eV. Number 2: molar mass 300.480 g/mol, E_tot -26440.2843 eV. Number 3: molar mass 754.754 g/mol, E_tot -142102.5537 eV.